Entry from OMol25: a structure of composition C37H46N4Pd at a distorted geometry (the ωB97M-V functional and the def2-TZVPD basis).

Last column: Löwdin charge in e.
Geometry (Å):
Pd1 0.193 -0.353 -0.207  1.00
N1 -0.569 0.893 -2.105  -0.09
N2 -1.604 -1.301 -0.206  -0.01
N3 1.829 0.864 -0.190  0.00
N4 0.724 -1.211 1.564  -0.01
C1 -4.507 -3.042 2.657  -0.08
C2 1.087 -5.191 3.541  -0.08
C3 -4.398 3.159 -2.600  -0.08
C4 -3.326 -2.625 0.488  -0.14
C5 2.119 1.916 -1.024  -0.21
C6 1.929 -1.061 2.174  -0.23
C7 1.311 2.469 -2.044  0.08
C8 -2.841 -0.051 -1.996  0.07
C9 3.842 1.745 0.433  -0.14
C10 3.215 -2.132 4.159  -0.19
C11 2.909 -0.136 1.789  0.07
C12 2.037 -2.000 3.248  -0.13
C13 5.091 3.241 -2.326  -0.08
C14 5.163 1.843 1.117  -0.19
C15 -0.733 4.207 -3.764  -0.19
C16 -4.073 -3.623 1.308  -0.20
C17 2.852 0.757 0.715  -0.22
C18 0.531 -3.891 4.133  -0.19
C19 0.071 -2.258 2.159  -0.22
C20 0.153 -0.319 -2.218  -0.18
C21 -1.928 0.939 -2.418  -0.17
C22 -2.163 2.139 -3.104  -0.12
C23 0.021 2.113 -2.454  -0.17
C24 -1.395 5.342 -2.981  -0.08
C25 -5.183 -1.879 -1.112  -0.20
C26 4.065 3.651 -1.267  -0.19
C27 0.872 -2.742 3.244  -0.14
C28 3.382 2.477 -0.645  -0.13
C29 6.098 0.743 0.609  -0.08
C30 -1.163 -2.749 1.746  0.07
C31 -3.793 -1.859 -0.563  -0.13
C32 -1.968 -2.248 0.702  -0.22
C33 -3.476 2.568 -3.672  -0.19
C34 -2.705 -1.026 -0.998  -0.21
C35 -5.320 -2.839 -2.299  -0.09
C36 -0.950 2.870 -3.135  -0.12
C37 3.264 -1.032 5.223  -0.09
H1 -5.206 -2.223 2.505  0.08
H2 2.393 -1.086 5.873  0.08
H3 -1.031 5.360 -1.956  0.08
H4 -2.470 5.215 -2.960  0.05
H5 3.330 4.321 -1.718  0.10
H6 2.170 -5.124 3.453  0.07
H7 -1.129 4.197 -4.784  0.11
H8 0.339 4.398 -3.839  0.10
H9 -3.303 3.303 -4.461  0.11
H10 4.134 -2.090 3.564  0.11
H11 -5.348 3.464 -3.035  0.07
H12 -1.185 6.303 -3.444  0.07
H13 5.555 4.125 -2.760  0.07
H14 5.044 1.741 2.198  0.11
H15 4.616 2.673 -3.121  0.08
H16 3.284 -0.047 4.762  0.07
H17 0.838 -6.044 4.168  0.07
H18 -4.663 -2.535 -3.111  0.07
H19 -6.347 -2.841 -2.662  0.07
H20 0.956 -3.727 5.127  0.11
H21 -4.993 -3.806 3.263  0.07
H22 -3.825 0.028 -2.436  0.10
H23 -5.868 -2.194 -0.320  0.11
H24 1.129 -0.175 -2.693  0.08
H25 -0.555 -3.969 4.242  0.10
H26 -3.944 4.029 -2.134  0.06
H27 5.611 2.817 0.922  0.10
H28 -3.652 -2.650 3.204  0.07
H29 -1.570 -3.580 2.302  0.10
H30 5.647 -0.235 0.755  0.07
H31 -4.955 -3.956 0.761  0.10
H32 7.052 0.776 1.130  0.07
H33 4.579 4.214 -0.484  0.11
H34 -5.481 -0.873 -1.420  0.10
H35 -3.439 -4.498 1.473  0.11
H36 -3.973 1.707 -4.128  0.11
H37 3.798 -0.104 2.399  0.10
H38 0.675 -5.355 2.546  0.08
H39 3.188 -3.104 4.654  0.10
H40 5.872 2.625 -1.888  0.06
H41 -4.586 2.428 -1.819  0.07
H42 1.704 3.366 -2.494  0.10
H43 4.160 -1.150 5.830  0.07
H44 -0.443 -1.111 -2.687  0.08
H45 -5.053 -3.854 -2.008  0.07
H46 6.278 0.869 -0.455  0.06

Values from the calculation:
Net charge: 0
E_LUMO (spin up / spin down) (eV): -0.91 / -0.91